Record 1
Computed, not measured: a structure of composition C22H37Cl20N2O3PS, with the ωB97M-V functional and the def2-TZVPD basis.

Computed properties:
Highest occupied orbital energy ... -0.341 hartree
E ... -11139.13167 a.u.
Strongest force on any atom ... 0.051 hartree/bohr

Geometry as XYZ:
```
86
C22H37Cl20N2O3PS | the OMol25 dataset | the ωB97M-V functional and the def2-TZVPD basis
Cl 4.43 -2.86 3.66
Cl -4.39 1.93 -6.00
Cl -4.02 -2.66 7.00
Cl -7.38 -1.71 -5.62
Cl -3.61 -1.87 2.78
Cl 1.51 -5.32 2.61
Cl -1.15 -4.16 2.71
Cl -6.61 -0.39 3.97
Cl 4.11 4.46 1.88
Cl -8.91 0.69 -4.97
Cl -7.85 4.83 1.19
Cl -5.73 3.83 -0.55
Cl -2.38 -2.06 0.14
Cl 4.45 -4.64 5.99
Cl 7.49 -4.72 0.10
Cl -2.37 -4.97 6.33
Cl 4.62 -4.44 0.61
Cl -7.20 -1.65 1.39
Cl -5.62 3.62 -3.96
Cl 1.34 5.25 2.36
S -1.64 0.29 -2.83
P 4.54 0.07 -1.68
O 5.23 -0.57 -0.54
O 5.59 1.04 -2.45
O 4.01 -1.09 -2.66
N -2.30 1.24 -1.71
N -0.07 0.71 -2.81
C -7.30 -1.79 3.15
C 3.95 -4.44 4.30
C 6.42 1.80 -1.56
C 1.06 3.33 -0.48
C -3.68 -1.34 1.09
C -7.48 0.04 -5.79
C 3.02 5.80 2.27
C 6.18 -3.60 0.53
C 2.29 -2.13 -1.14
C -0.17 -5.58 3.11
C 2.61 -1.45 -2.48
C 3.22 1.13 -1.00
C -0.20 3.65 0.17
C -1.33 2.98 -0.18
C -2.56 -3.22 6.17
C 1.12 2.38 -1.45
C 7.86 1.26 -1.70
C -1.29 2.00 -1.20
C -0.05 1.66 -1.87
C -7.45 4.21 -0.42
C -4.17 2.73 -4.44
C 2.49 2.04 -2.07
H 3.00 3.01 -2.21
H 4.41 -5.22 3.70
H -3.96 1.97 -3.69
H -6.60 0.49 -5.36
H 7.84 0.21 -1.37
H 6.42 2.86 -1.88
H -8.02 3.30 -0.59
H -0.20 4.43 0.94
H 3.63 1.81 -0.23
H -0.20 -5.73 4.19
H 1.19 -2.27 -1.12
H 1.99 3.84 -0.22
H -0.57 -6.45 2.60
H 8.59 1.84 -1.11
H 2.40 -2.19 -3.27
H 6.39 -3.17 1.50
H 6.12 -2.82 -0.22
H 2.42 0.57 -0.49
H 2.54 -1.54 -0.25
H -3.34 3.42 -4.51
H 2.86 -4.51 4.24
H -1.70 -2.74 6.61
H -3.59 -0.26 1.07
H 1.98 -0.59 -2.70
H -6.76 -2.68 3.46
H -7.54 0.29 -6.85
H -7.70 4.95 -1.16
H 6.09 1.80 -0.51
H -2.26 3.22 0.35
H -2.64 -2.98 5.12
H 8.10 1.24 -2.77
H 3.30 6.21 3.23
H -4.62 -1.64 0.66
H 2.33 1.51 -3.01
H 2.73 -3.13 -1.04
H 3.10 6.55 1.49
H -8.35 -1.88 3.43
```



Record 2
Computed, not measured: a cluster of 3 separate species, C22H37F2IN4O4 in total, with the ωB97M-V functional and the def2-TZVPD basis.

Computed properties:
Highest occupied orbital energy ... -0.302 hartree
E ... -1877.78300 a.u.
SMILES ... [H]/N=C\C[C@@]1(C#C)[C@@H](N(C(=O)F)C(=O)F)OC(=O)[C@@H]1I.CCN(CC)CC.CCN(CC)CC
Strongest force on any atom ... 0.025 hartree/bohr

Geometry as XYZ:
```
70
C22H37F2IN4O4 | the OMol25 dataset | the ωB97M-V functional and the def2-TZVPD basis
I -1.13 0.88 -7.43
F 5.00 0.63 -7.63
F 3.61 4.23 -5.81
O 5.78 1.00 -5.62
O 1.26 0.62 -9.81
O 2.59 1.52 -8.26
O 4.91 3.67 -7.49
N 3.81 2.03 -6.23
N -0.51 1.98 0.55
N -2.03 -3.12 6.28
N 2.73 -2.93 -6.96
C -1.52 -1.77 6.38
C 0.50 1.27 -4.04
C -2.49 -0.66 6.83
C 0.87 0.10 -7.46
C 0.81 2.47 0.91
C -3.16 -3.30 5.39
C 2.62 -0.76 -5.81
C -1.87 3.46 2.14
C 1.54 0.75 -8.67
C 2.54 1.68 -6.85
C -0.83 0.64 0.99
C -1.56 2.97 0.72
C 1.05 0.93 -5.05
C 2.99 -1.70 -6.92
C -2.90 -2.79 3.99
C 1.76 0.48 -6.25
C -3.26 -3.47 8.49
C 1.92 1.56 0.44
C -0.75 0.33 2.49
C 4.95 1.18 -6.42
C -2.14 -3.86 7.52
C 4.19 3.36 -6.61
H -1.60 0.74 3.04
H 1.84 1.37 -0.63
H -3.06 -2.53 9.00
H -3.37 -4.37 5.34
H -2.51 4.35 2.09
H 0.09 1.30 -3.06
H 1.92 0.60 0.96
H -2.80 -1.70 3.97
H -3.36 -4.24 9.27
H -1.29 3.84 0.11
H -0.75 -0.75 2.65
H 3.50 -0.39 -5.28
H -4.08 -2.83 5.78
H 0.92 2.63 2.00
H -2.26 -4.92 7.26
H -1.99 -3.23 3.58
H -0.65 -1.79 7.04
H -0.97 3.75 2.68
H -1.18 -3.79 8.04
H 0.93 3.45 0.44
H 2.22 -3.22 -6.12
H -1.12 -1.48 5.40
H -2.06 0.31 6.61
H 1.90 2.55 -6.65
H 2.89 2.02 0.62
H 0.78 -0.96 -7.65
H -0.16 -0.05 0.47
H -1.83 0.39 0.62
H -2.68 -0.70 7.90
H 0.16 0.73 2.94
H -3.73 -3.05 3.33
H -3.44 -0.73 6.31
H 2.03 -1.30 -5.06
H -4.23 -3.39 7.99
H 3.55 -1.28 -7.76
H -2.40 2.71 2.73
H -2.48 2.57 0.27
```



Record 3
Computed, not measured: the ion C22H37INO4S with charge +1, with the ωB97M-V functional and the def2-TZVPD basis.

Computed properties:
Highest occupied orbital energy ... -0.443 hartree
Charge ... +1
E ... -1911.77840 a.u.
Strongest force on any atom ... 0.047 hartree/bohr

Geometry as XYZ:
```
66
C22H37INO4S | the OMol25 dataset | the ωB97M-V functional and the def2-TZVPD basis
I -4.10 -4.56 2.54
S -0.28 -0.58 -3.69
O 3.26 -1.04 -1.39
O 0.95 0.35 -3.01
O 0.62 1.72 -1.27
O -1.19 -0.18 0.43
N 1.38 -2.48 1.25
C -4.53 2.00 2.02
C 3.80 0.31 -1.42
C 0.21 -1.83 1.25
C 0.82 0.59 -1.66
C 2.21 -1.21 -0.57
C -2.11 -0.53 -0.66
C 1.00 -0.50 -0.61
C 5.39 2.70 -1.46
C -5.30 0.24 0.44
C -0.82 -2.25 2.27
C 4.06 0.94 -0.06
C 0.00 -0.81 0.33
C -4.03 0.92 1.01
C 3.53 3.39 0.05
C -1.15 -3.78 2.18
C -2.40 -4.06 1.31
C -2.68 0.76 -1.24
C 4.70 2.36 -0.12
C 5.01 0.04 0.80
C -3.26 1.67 -0.10
C 2.34 -2.21 0.37
C -3.71 0.50 -2.39
H -5.83 0.99 -0.16
H -3.94 2.36 -0.62
H -2.89 -1.18 -0.23
H 1.54 -3.22 1.92
H 4.53 -0.89 1.12
H -1.59 -1.14 -1.41
H -1.28 -4.19 3.19
H 2.91 3.31 -0.85
H -4.04 -0.55 -2.31
H -2.46 2.28 0.35
H -0.43 -2.08 3.29
H -5.93 -0.21 1.21
H -2.61 -3.21 0.66
H -3.78 2.24 2.79
H 0.25 -1.83 -3.59
H 5.82 3.70 -1.45
H 3.91 4.41 0.16
H -5.44 1.63 2.50
H 5.97 -0.13 0.32
H 3.26 -2.78 0.43
H 3.15 1.04 0.56
H -1.87 1.35 -1.70
H -2.21 -4.95 0.70
H -3.41 0.21 1.57
H -5.01 -0.56 -0.25
H -0.29 -4.29 1.71
H 5.18 0.61 1.73
H -4.79 2.92 1.49
H 5.37 2.54 0.73
H -1.75 -1.68 2.17
H 4.76 0.22 -1.94
H 2.95 3.14 0.94
H -3.29 0.73 -3.37
H 4.72 2.59 -2.32
H 6.20 1.97 -1.62
H 3.21 0.99 -2.04
H -4.57 1.17 -2.27
```



Record 4
Computed, not measured: a structure of composition C22H37N2O4PSiV, with the ωB97M-V functional and the def2-TZVPD basis.

Computed properties:
Highest occupied orbital energy (alpha / beta) ... -0.210 / -0.308 hartree
Energy relative to the best compared isomer or geometry (same formula, charge and spin) ... 0.533 eV
Spin multiplicity ... 4
E ... -2846.04360 a.u.
Strongest force on any atom ... 0.020 hartree/bohr

Geometry as XYZ:
```
68
C22H37N2O4PSiV | the OMol25 dataset | the ωB97M-V functional and the def2-TZVPD basis
V -0.15 0.16 0.34
P -2.11 1.97 0.43
Si 2.59 1.69 -0.64
O -1.05 1.62 -0.64
O -3.52 2.18 -0.21
O -1.64 3.37 0.99
O -2.13 0.89 1.47
N -0.79 -1.65 -0.03
N 0.18 -0.65 2.11
C -1.12 -2.34 1.10
C -3.52 3.75 2.53
C -2.04 3.96 2.28
C 2.58 2.52 1.03
C -1.02 -2.12 3.61
C -2.20 -4.03 -0.21
C 0.32 -0.33 4.48
C 0.65 0.00 3.20
C -1.71 5.43 2.11
C -0.65 -1.74 2.31
C -1.14 -2.16 -1.25
C -1.86 -3.54 1.02
C -0.55 -1.42 4.68
C -3.84 2.75 -1.53
C -3.57 1.70 -2.59
C 1.78 2.86 -1.85
C 4.37 1.51 -1.18
C 1.72 0.07 -0.55
C -1.19 3.32 3.36
C -3.04 4.02 -1.77
C -1.82 -3.33 -1.38
C -5.32 3.06 -1.43
H -1.38 2.25 3.42
H -4.13 4.21 1.75
H -2.12 -4.07 1.92
H 0.72 0.24 5.30
H 1.85 2.47 -2.87
H 4.42 1.08 -2.19
H -2.07 -3.70 -2.36
H 1.31 0.84 3.00
H 3.01 1.88 1.80
H -3.32 4.44 -2.73
H 1.64 -0.31 -1.58
H -2.51 1.47 -2.65
H -1.42 3.78 4.33
H 4.89 2.48 -1.20
H 2.37 -0.64 -0.01
H -0.83 -1.58 -2.10
H -4.12 0.79 -2.36
H -5.68 3.46 -2.38
H -0.65 5.56 1.88
H 0.72 3.02 -1.61
H 3.18 3.44 1.00
H -1.70 -2.95 3.75
H -5.51 3.79 -0.64
H -3.90 2.07 -3.56
H -3.78 4.22 3.49
H -0.85 -1.70 5.69
H -2.30 5.87 1.30
H -3.24 4.76 -0.99
H -1.94 5.97 3.03
H -5.88 2.15 -1.20
H 4.92 0.85 -0.51
H 1.57 2.81 1.35
H -3.78 2.70 2.60
H -2.76 -4.96 -0.29
H -1.96 3.82 -1.79
H 2.29 3.82 -1.82
H -0.13 3.49 3.15
```



> Which of these has the lowest E?

C22H37Cl20N2O3PS



> Among the records above, which one has the lowest strongest force on any atom?

C22H37N2O4PSiV